Entry 1:
The following is a DFT calculation (the ωB97M-V functional and the def2-TZVPD basis) of 2 unconnected molecules or ions with the total composition C47H79ClF4N2O5PS2 at a distorted geometry.

## Properties
Total charge   +1
HOMO energy   -9.620 eV
Lowest unoccupied orbital energy   -2.09 eV

Geometry as XYZ:
```
141
Properties=species:S:1:pos:R:3:forces:R:3
C 4.826396 0.997981 5.585533 -0.1 -0.2 1.0
C 3.470821 0.845368 6.322407 0.1 0.1 -1.1
C 2.299704 0.341171 5.376629 1.3 1.7 0.3
N 2.767756 0.304952 3.977098 -0.2 -1.3 0.2
C 2.087381 -0.603216 3.127193 -0.2 1.1 -0.1
C 1.147944 -0.077065 2.226870 0.2 -0.5 0.0
O 0.925610 1.271358 2.269471 -0.4 -0.2 0.0
C -0.310576 1.697738 1.682633 0.1 0.3 0.0
C -1.611950 1.231087 2.347416 -0.7 0.7 -0.1
C -2.731717 1.923418 1.512054 0.9 0.0 -0.6
C -1.751880 1.608477 3.847604 -1.1 -0.8 0.2
C -1.210470 0.492154 4.792837 0.2 0.7 -0.3
C -3.272167 1.726922 4.206520 0.8 0.0 0.6
C 0.518340 -0.941527 1.353409 -0.3 0.8 -0.5
C 0.776427 -2.287288 1.411149 -0.6 -1.5 -0.8
C 1.665148 -2.849040 2.301715 0.2 0.7 0.1
C 2.337683 -1.967020 3.153875 0.8 -0.2 1.2
C 3.353028 -2.484619 4.159366 0.3 -0.9 -0.5
C 4.808861 -2.561894 3.604917 0.1 0.8 0.4
C 5.204111 -1.413508 2.638194 1.1 -0.7 -0.3
C 5.020135 -1.879470 1.166419 -0.4 0.4 1.4
S 4.621009 -0.583002 -0.004510 -0.3 -1.7 -2.2
O 5.762449 -0.113102 -0.717769 0.7 0.9 1.2
O 3.628810 -1.126146 -0.900603 -0.8 0.0 0.5
O 3.875753 0.551073 0.842811 0.6 0.0 0.0
N 1.896727 -4.256417 2.383285 -0.6 0.0 -0.1
Cl 3.003488 -4.824419 1.131467 0.3 0.0 -0.1
C 0.702106 -5.045416 2.255839 0.0 -0.7 0.7
C 0.575128 -6.157258 3.079432 0.7 -0.5 0.3
C 1.629999 -6.557601 4.096760 -0.9 0.4 0.2
C 1.414907 -5.699838 5.368730 0.1 -0.3 -0.8
O 0.058173 -5.837064 5.795448 0.1 0.1 0.5
C -0.641378 -4.625957 5.713014 -0.1 0.2 -0.4
C -2.138246 -4.818656 5.978839 0.6 0.2 -0.3
F -2.603680 -5.985660 5.530123 0.0 0.1 0.3
F -2.412919 -4.689756 7.287672 -0.2 -0.3 -0.2
F -2.813519 -3.840415 5.324933 0.0 -0.1 0.3
C -0.544676 -6.951685 2.952122 -0.5 -0.9 0.1
C -1.545604 -6.694768 2.038319 -0.2 0.1 -0.2
C -1.443685 -5.578944 1.225442 -0.7 0.0 0.0
C -2.519096 -5.238863 0.216971 0.8 -0.6 -1.1
C -2.154232 -5.849161 -1.145204 0.1 -0.1 -0.4
F -3.742918 -5.775327 0.590631 0.1 0.3 0.3
C -0.311121 -4.799398 1.350117 0.4 1.7 -0.8
S -0.112491 -3.361257 0.295266 0.1 0.0 0.3
H 5.569730 1.262473 6.350024 0.0 0.0 -0.3
H 4.800316 1.817569 4.862599 0.0 -0.3 -0.1
H 5.147335 0.062182 5.123141 0.0 0.2 -0.1
H 3.601316 0.188924 7.188087 -0.2 0.2 -0.1
H 3.218684 1.862684 6.645839 -0.1 -0.4 0.4
H 1.919504 -0.618786 5.721013 -0.2 0.1 -0.3
H 1.550178 1.140222 5.428849 -0.4 -0.6 0.2
H 2.832510 1.227735 3.573428 -0.3 0.0 0.0
H -0.301245 2.794963 1.743664 0.2 -0.2 0.1
H -0.298133 1.466505 0.606233 -0.1 -0.1 0.2
H -1.796433 0.151545 2.258674 0.4 0.1 0.0
H -2.875829 2.965057 1.822869 -0.2 -0.3 0.1
H -2.381777 1.987225 0.466802 -0.3 -0.2 0.1
H -3.664466 1.359098 1.522243 0.0 0.3 0.1
H -1.311278 2.588279 4.079186 0.3 -0.3 -0.3
H -0.492976 -0.170353 4.297997 0.0 0.2 0.2
H -2.049436 -0.111726 5.153759 0.2 0.0 -0.1
H -0.741214 0.980663 5.653390 0.0 -0.4 0.0
H -3.349766 1.603306 5.295093 -0.1 0.2 -0.2
H -3.698971 2.701302 3.958297 -0.1 -0.3 -0.2
H -3.816582 0.881408 3.772712 -0.1 0.3 -0.1
H -0.192944 -0.587467 0.612817 0.0 -0.1 0.2
H 3.040667 -3.504063 4.419268 0.2 0.2 0.0
H 3.380016 -1.931419 5.098082 -0.2 0.2 -0.3
H 5.478060 -2.479408 4.473585 -0.2 -0.1 -0.1
H 5.045266 -3.533834 3.153401 -0.3 0.2 -0.1
H 4.724814 -0.460771 2.861122 -0.2 -0.3 0.0
H 6.283235 -1.253958 2.779098 -0.2 0.2 0.0
H 4.181830 -2.577701 1.139898 -0.1 0.4 -0.4
H 5.902636 -2.443287 0.850242 -0.1 0.5 -0.4
H 2.987480 0.612596 0.455358 0.0 -0.1 0.1
H 2.638809 -6.456667 3.684456 -0.1 0.0 0.3
H 1.431914 -7.600158 4.368576 0.3 0.1 -0.1
H 2.095265 -6.048759 6.152980 -0.2 0.3 0.1
H 1.580121 -4.651693 5.093557 0.3 -0.2 0.3
H -0.545318 -4.202328 4.700112 -0.1 -0.1 0.1
H -0.292260 -3.859098 6.423434 0.0 -0.3 0.0
H -0.663988 -7.846219 3.560120 0.2 0.2 0.1
H -2.406434 -7.351273 1.951919 0.1 0.1 0.1
H -2.579842 -4.152853 0.071996 -0.4 -0.2 0.4
H -1.772132 -6.872679 -1.056104 -0.1 0.2 0.2
H -1.376994 -5.259357 -1.651403 -0.1 -0.1 0.3
H -3.017600 -5.875746 -1.820650 0.0 0.1 0.3
C 1.972030 0.798673 -5.675007 0.0 0.0 0.0
C 0.929366 1.330623 -6.653086 0.2 -0.1 0.1
C 0.918784 2.856301 -6.747457 -0.4 -0.3 -0.3
C 0.265172 3.588991 -5.566114 0.8 0.2 0.2
P -1.527978 3.660740 -5.494069 -0.3 0.2 -0.6
C -2.091188 4.213235 -7.126439 -0.1 -0.1 -0.4
C -1.498852 5.471652 -7.776155 0.2 0.3 0.0
C -1.914502 6.837402 -7.219683 -0.1 0.0 0.2
C -3.416357 7.032177 -7.037985 0.1 0.0 0.0
C -2.037979 4.943018 -4.347592 0.2 0.6 0.7
C -1.710075 4.869596 -2.850555 0.0 -0.2 0.3
C -2.501618 3.863693 -2.016360 0.1 -0.2 0.0
C -4.006313 3.852223 -2.260616 0.1 0.0 0.0
C -2.404467 2.096504 -5.343010 -0.5 -0.9 0.0
C -2.404674 1.154912 -4.126033 0.0 0.3 0.5
C -1.060676 0.843166 -3.447543 -0.1 -0.3 0.0
C -0.561790 -0.573262 -3.727063 0.1 0.1 0.0
H 1.839524 1.202419 -4.668820 0.0 0.0 0.0
H 1.919661 -0.287445 -5.610418 0.0 0.0 0.1
H 2.978429 1.060270 -6.006815 0.0 0.0 0.0
H -0.058473 0.946628 -6.385310 0.0 0.0 0.0
H 1.149093 0.923021 -7.642376 0.0 0.1 0.0
H 0.419366 3.147119 -7.675094 0.0 0.1 0.0
H 1.949047 3.206059 -6.838342 0.0 0.1 0.1
H 0.582235 4.637289 -5.626192 -0.2 0.1 0.1
H 0.677456 3.236722 -4.617944 -0.1 -0.1 0.0
H -3.182624 4.273465 -7.100114 0.0 0.0 0.2
H -1.877312 3.375660 -7.798421 0.0 -0.1 0.1
H -1.786553 5.447592 -8.829994 0.0 -0.1 0.0
H -0.407038 5.412486 -7.762320 0.0 0.0 -0.1
H -1.550911 7.602929 -7.907971 0.1 -0.1 0.0
H -1.397216 7.040027 -6.278926 0.0 0.0 0.0
H -3.928466 7.033784 -8.001510 0.0 -0.1 0.0
H -3.613318 7.988428 -6.553518 0.0 0.0 -0.1
H -3.868532 6.258714 -6.414602 0.0 0.0 0.0
H -3.097162 5.159631 -4.500019 0.0 -0.2 -0.1
H -1.513101 5.836628 -4.693781 0.0 -0.1 -0.3
H -1.891577 5.862880 -2.432456 0.0 0.1 -0.2
H -0.641046 4.678131 -2.721227 0.0 0.1 0.0
H -2.322407 4.073557 -0.959439 0.1 0.1 0.0
H -2.086283 2.868556 -2.179052 -0.1 0.0 0.0
H -4.467645 4.780759 -1.921318 0.0 0.0 -0.1
H -4.465737 3.027105 -1.715230 0.0 0.1 0.0
H -4.256480 3.711523 -3.315136 0.0 0.0 0.0
H -2.134059 1.508047 -6.224822 0.2 0.2 -0.1
H -3.455512 2.359816 -5.517212 0.1 0.2 -0.1
H -2.874439 0.220586 -4.441235 0.1 0.0 -0.2
H -3.094752 1.555333 -3.383025 0.0 0.1 -0.1
H -1.180722 0.929894 -2.364631 0.0 0.1 0.0
H -0.296239 1.571691 -3.723153 0.0 0.0 0.0
H -1.220733 -1.308976 -3.263459 0.0 0.0 0.0
H 0.436146 -0.717044 -3.311755 0.0 -0.1 0.0
H -0.521145 -0.784010 -4.797800 0.0 0.0 0.0
```
Positions in Å, forces in eV/Å.

Atom charges from the Löwdin analysis, given in e for atoms 1 to 8: -0.112 -0.203 -0.175 0.010 -0.174 -0.239 -0.027 -0.164


Entry 2:
The following is a DFT calculation (the ωB97M-V functional and the def2-TZVPD basis) of a molecular structure, C33H38BN4O7Re.

## Properties
Total charge   -1
ΔE to the lowest compared entry with this formula, charge and spin   39.1 kcal/mol
HOMO energy (alpha / beta)   -3.714 / -4.051 eV
Lowest unoccupied orbital energy (alpha / beta)   2.06 / 1.61 eV
<S²>   3.8132
Multiplicity   4

Geometry as XYZ:
```
84
Properties=species:S:1:pos:R:3:forces:R:3
Re 0.002059 0.029751 0.244554 0.4 0.2 0.5
C 0.854018 2.929137 2.097384 -0.1 0.0 0.1
C 0.159466 2.477034 3.385634 0.0 0.0 -0.1
C -0.444114 1.056866 3.355908 0.0 0.1 0.0
N 0.194530 0.081050 2.486505 0.1 0.0 -0.4
C 1.101432 -0.748566 2.943683 0.1 0.0 0.1
C 1.802876 -0.536965 4.157373 0.1 0.0 0.1
C 2.589643 -1.388959 4.905340 -0.1 0.0 0.0
C 2.796355 -2.755943 4.766786 0.0 0.0 0.0
C 2.277211 -3.543809 3.751821 -0.1 0.1 -0.1
C 1.628628 -3.185483 2.579998 0.1 0.0 0.1
C 1.345739 -1.904526 2.040429 0.0 0.0 0.0
N 1.049453 -1.682334 0.776630 -0.1 -0.1 0.1
C 0.986417 -2.754632 -0.204492 -0.1 0.1 0.0
C -0.492251 -3.154942 -0.472946 0.1 0.1 0.0
C -1.518008 -2.626149 0.533248 0.1 0.1 0.0
N -1.654750 -1.166058 0.487814 -0.2 -0.2 0.0
C -2.781366 -0.575407 0.804514 0.0 0.0 0.0
C -3.857290 -1.285279 1.413700 -0.1 0.1 0.0
C -5.167324 -0.931882 1.628606 0.1 0.0 0.0
C -5.839730 0.244560 1.305969 -0.1 0.1 0.0
C -5.248589 1.392437 0.818544 0.1 0.0 0.0
C -3.911054 1.691929 0.585318 0.0 0.0 0.0
C -2.750125 0.894552 0.642931 0.0 0.1 -0.1
N -1.528063 1.421249 0.485614 -0.1 0.0 0.0
C -1.399247 2.876145 0.684117 0.1 -0.1 0.0
C 0.000519 3.436519 0.922336 -0.1 -0.1 -0.1
H 1.486309 2.109340 1.762417 -0.1 0.1 0.1
H 1.545416 3.736298 2.343752 0.0 0.0 0.0
H -0.641663 3.168863 3.673471 0.1 0.0 0.0
H 0.902464 2.522313 4.186504 0.0 0.0 0.0
H -1.483111 1.122844 3.027411 0.0 0.0 0.0
H -0.467122 0.665535 4.378251 0.0 0.0 0.0
H 1.730384 0.479498 4.526062 0.0 0.0 0.0
H 3.076124 -0.926173 5.758854 0.0 0.0 0.0
H 3.379213 -3.251542 5.532528 0.0 0.0 0.0
H 2.422830 -4.612836 3.870079 0.0 0.0 0.0
H 1.336179 -4.018191 1.955613 0.0 0.0 0.0
H 1.583986 -3.604352 0.109908 0.0 -0.1 0.0
H 1.442346 -2.382204 -1.121034 0.1 0.0 0.0
H -0.580395 -4.243540 -0.487570 0.0 0.0 0.0
H -0.792333 -2.788249 -1.454262 0.0 -0.1 0.0
H -1.255937 -2.931266 1.552970 0.0 0.0 0.0
H -2.476569 -3.081799 0.290416 -0.1 0.0 0.0
H -3.585020 -2.264787 1.778090 0.0 0.0 0.0
H -5.767458 -1.696094 2.112015 0.0 0.0 0.0
H -6.908845 0.269185 1.481406 0.0 0.0 0.0
H -5.928960 2.214232 0.617458 0.0 0.0 0.0
H -3.735534 2.704583 0.253626 0.0 0.0 0.0
H -2.046061 3.144301 1.526632 0.0 0.0 0.1
H -1.794189 3.402021 -0.190991 -0.1 0.0 -0.1
H -0.177238 4.508047 1.062362 0.0 0.0 0.0
H 0.604741 3.352533 0.017350 0.0 0.0 0.1
O 5.695889 3.427486 -0.398441 0.3 0.2 0.0
C 4.882426 2.537943 -0.381649 -0.2 0.0 0.0
C 3.385112 2.688952 -0.371245 -0.1 0.1 0.0
O 2.760205 3.747284 -0.458467 0.1 0.0 0.0
C 2.864865 1.367660 -0.212872 -0.4 -0.3 0.0
C 3.858623 0.339710 -0.274696 -0.2 -0.2 -0.1
O 3.684887 -0.881525 -0.285036 0.1 0.1 0.0
C 5.180680 1.050590 -0.355085 -0.2 0.0 0.0
O 6.273175 0.542534 -0.392594 0.3 -0.1 0.0
O 1.573130 1.139863 -0.084912 0.1 0.2 0.0
C -1.799026 -0.715533 -4.960775 -0.1 0.0 -0.1
C -0.561463 -0.815204 -4.088195 0.0 0.0 0.0
C 0.191154 -2.104572 -4.390386 0.1 -0.1 0.0
O -0.973744 -0.885992 -2.708244 0.0 0.2 0.0
B -0.076718 -0.143927 -1.930436 0.0 0.0 -0.4
O 0.791960 0.555361 -2.752923 -0.1 -0.1 0.0
C 0.352588 0.449997 -4.115727 0.0 0.0 0.1
C -0.406547 1.734225 -4.435342 0.0 0.0 0.1
C 1.575768 0.335004 -5.003514 0.1 0.0 -0.1
H -2.348306 -1.659841 -4.925149 0.0 0.1 0.0
H -1.523714 -0.516605 -6.001061 0.0 0.0 0.1
H -2.461123 0.077204 -4.612526 0.0 0.0 0.0
H -0.469504 -2.950654 -4.185736 0.0 0.0 0.0
H 1.074577 -2.197063 -3.752690 -0.1 0.0 -0.1
H 0.506210 -2.151363 -5.436025 0.0 0.0 0.1
H -1.289678 1.830492 -3.797793 0.1 0.0 -0.1
H -0.715502 1.774586 -5.483249 0.0 0.0 0.1
H 0.252000 2.578488 -4.224369 0.0 0.0 0.0
H 2.224684 -0.480247 -4.683227 0.0 0.1 0.0
H 2.147385 1.262936 -4.941489 0.0 -0.1 0.0
H 1.284040 0.173329 -6.046754 0.0 0.0 0.1
```
Positions in Å, forces in eV/Å.

Atom charges from the Löwdin analysis, given in e for atoms 1 to 8: 1.692 -0.191 -0.173 -0.214 -0.067 -0.219 -0.018 -0.094


Entry 3:
The following is a DFT calculation (the ωB97M-V functional and the def2-TZVPD basis) of a single C22H32N4O3S molecule.

## Properties
ΔE to the lowest compared entry with this formula, charge and spin   18.5 kcal/mol
HOMO energy   -7.811 eV
Lowest unoccupied orbital energy   0.31 eV

Geometry as XYZ:
```
62
Properties=species:S:1:pos:R:3:forces:R:3
C 3.777724 2.856925 2.132351 0.0 0.2 -0.2
C 3.274732 3.389101 0.791253 0.0 -0.3 0.0
C 1.763315 3.214526 0.671448 0.2 0.2 0.0
C 4.000798 2.727516 -0.392348 0.1 0.6 0.1
N 3.702306 1.324859 -0.539047 0.1 -0.5 0.3
C 2.889880 0.815816 -1.490094 0.1 -0.1 -0.1
S 2.240317 1.809668 -2.659613 -0.4 0.6 -0.6
N 2.650042 -0.518507 -1.492962 0.2 0.2 0.0
C 3.335941 -1.486259 -0.661739 0.0 -0.3 0.4
C 2.480549 -2.033956 0.487405 0.0 0.4 0.0
C 1.985854 -0.941352 1.431843 0.1 -0.3 0.0
N 1.304649 -1.480108 2.597170 0.1 0.0 0.1
C 1.159118 -0.468738 3.624841 0.0 -0.1 -0.1
C 0.017071 -2.058532 2.271171 0.1 0.0 0.0
C 1.644614 -1.065321 -2.387757 -0.2 -0.1 -0.3
C 0.288522 -1.160350 -1.741549 0.0 0.3 0.0
C -0.355343 -0.080265 -1.241555 0.2 -0.4 -0.2
C -1.629861 -0.186663 -0.611389 -0.4 -0.4 0.1
C -2.310862 0.912153 -0.081933 -0.3 -0.2 0.1
C -3.544708 0.759430 0.515383 0.0 0.0 -0.1
C -4.118048 -0.523427 0.617312 0.2 0.0 0.0
C -3.462963 -1.618049 0.080550 -0.1 0.2 0.0
C -2.226775 -1.461406 -0.537523 -0.1 0.7 0.2
N -1.552782 -2.530229 -1.063411 -0.1 -0.4 0.0
C -0.309289 -2.489656 -1.655160 -0.3 0.0 0.1
O 0.212915 -3.521493 -2.046218 0.2 -0.2 -0.1
O -5.315762 -0.734595 1.238178 0.2 -0.2 -0.3
C -5.765063 0.362584 2.005511 0.0 0.6 0.1
C -5.559939 1.664537 1.234753 -0.4 -0.3 0.1
O -4.186194 1.873130 0.995338 0.3 0.0 0.0
H 3.504604 1.811901 2.265825 0.0 -0.2 0.1
H 3.334310 3.421100 2.949512 0.0 0.0 0.1
H 4.859927 2.946814 2.203481 0.1 0.0 0.1
H 3.509022 4.457536 0.736966 0.0 0.0 0.0
H 1.489249 2.166721 0.780849 -0.1 -0.1 0.0
H 1.418613 3.559417 -0.299980 -0.1 0.0 -0.1
H 1.252315 3.782477 1.445509 -0.1 0.0 0.1
H 5.083248 2.840152 -0.265852 -0.1 0.0 0.0
H 3.702924 3.217159 -1.321880 0.2 -0.1 0.2
H 3.959778 0.744586 0.242230 0.0 -0.1 -0.1
H 4.265411 -1.058708 -0.279000 0.0 0.0 -0.1
H 3.613477 -2.328950 -1.305234 0.1 0.1 0.1
H 3.076442 -2.747418 1.058228 0.0 -0.1 0.0
H 1.637250 -2.571709 0.058487 0.0 -0.1 0.0
H 1.338647 -0.235864 0.877977 0.1 0.0 0.1
H 2.853968 -0.389595 1.807453 0.0 0.1 0.0
H 0.680530 -0.914477 4.495031 0.0 0.0 0.1
H 0.554126 0.390542 3.293749 0.0 0.1 0.0
H 2.143612 -0.109179 3.922241 0.0 0.1 0.0
H 0.146297 -2.870633 1.560313 -0.1 -0.1 -0.1
H -0.422199 -2.468368 3.179278 -0.1 0.0 0.0
H -0.681337 -1.320447 1.844355 0.0 0.0 0.0
H 1.950118 -2.065516 -2.703343 0.0 0.1 0.1
H 1.587215 -0.409290 -3.263155 0.1 -0.3 0.2
H 0.090615 0.900271 -1.325632 0.1 0.1 0.0
H -1.880155 1.898669 -0.143902 0.1 0.2 0.0
H -3.927034 -2.588240 0.159961 -0.1 -0.2 0.0
H -1.983272 -3.445857 -1.007732 0.2 0.1 -0.1
H -6.820883 0.182529 2.211747 0.1 0.1 0.0
H -5.206869 0.408608 2.950546 -0.1 0.0 -0.1
H -5.908283 2.524390 1.808136 0.0 -0.1 0.0
H -6.103569 1.611176 0.281342 0.0 0.0 0.1
```
Positions in Å, forces in eV/Å.

Atom charges from the Löwdin analysis, given in e for atoms 1 to 8: -0.072 -0.403 -0.080 -0.211 0.012 -0.772 0.699 -0.107


Computed electronic energy, in the same sequence as the records: -117584.0758 -57939.6521 -46272.3432 eV.